# 1
A molecular structure, C19H24N5O2PSSe2Tl at a distorted geometry, computed with ωB97M-V/def2-TZVPD.

XYZ file:
```
55
Properties=species:S:1:pos:R:3:lowdin_charge:R:1
Tl 0.9025 -0.2505 -1.2476 0.8039
Se 0.4745 2.3804 0.9984 0.1652
Se -3.0362 1.6542 -0.1283 0.2194
S 5.1924 -1.2064 -3.7266 0.4937
P -1.4770 3.0421 0.3552 0.0589
O 0.9622 -2.5478 -0.1561 -0.1728
O -0.2261 -4.3436 0.3475 -0.0400
N -1.0743 -3.9451 -2.1702 0.0835
N 1.2155 -4.0428 -2.3744 0.1917
N 0.0967 -2.4039 -3.4981 0.1546
N -0.7462 -0.8184 0.7995 -0.0659
N 2.4750 -1.4514 -3.2921 -0.1022
C -1.2363 5.9122 -3.2137 -0.1030
C -0.2047 4.2357 -1.8523 -0.1075
C -2.4473 4.9616 -1.3752 -0.1069
C -1.1372 5.2126 2.0024 -0.1230
C -3.6078 5.0466 3.2344 -0.0957
C -2.3464 -3.2524 -2.2201 -0.1693
C -2.3885 5.8309 -2.4465 -0.0906
C -2.4603 -2.0605 -1.2596 -0.1816
C -1.1459 -2.2057 0.9489 -0.3034
C -1.3443 4.1759 -1.0707 -0.4151
C -3.2649 4.1225 2.2638 -0.1159
C -0.0316 -3.1144 0.3540 -0.6564
C -0.1498 5.1081 -2.9244 -0.0892
C 0.0601 -3.4157 -2.6436 -0.4901
C -2.0363 4.2186 1.6363 -0.4233
C -2.7229 6.0516 3.5842 -0.1037
C -2.4764 -2.4531 0.2236 -0.1437
C -1.4780 6.1276 2.9778 -0.0888
C 3.6323 -1.3366 -3.4771 -1.0288
H -3.1132 -3.9919 -1.9778 0.1235
H -2.7302 -3.5097 0.3319 0.1131
H -3.3746 -1.5121 -1.4984 0.1049
H -1.1856 6.5994 -4.0468 0.0944
H -1.5409 -0.1890 0.8896 -0.0377
H -0.7728 6.8968 3.2659 0.0986
H -0.0628 -0.5659 1.5063 0.0474
H 1.2339 -4.5502 -1.4960 0.1062
H -0.7308 -1.8815 -3.7239 0.0993
H -4.5697 4.9855 3.7220 0.0958
H -1.2879 -2.4920 2.0050 0.1480
H -0.1626 5.2340 1.5322 0.0812
H -3.9499 3.3347 1.9815 0.0513
H -3.2377 6.4569 -2.6814 0.0970
H -0.9304 -4.5160 -1.3297 0.1158
H 1.0697 -1.9778 -3.6265 -0.0053
H 0.7436 5.1708 -3.5278 0.0995
H -3.2428 -1.8666 0.7368 0.1086
H 2.0469 -3.4795 -2.5443 0.0892
H -1.6325 -1.3628 -1.4279 0.0487
H -2.9998 6.7716 4.3418 0.0935
H -2.5150 -2.9087 -3.2448 0.1121
H 0.6397 3.6105 -1.6027 0.0597
H -3.3478 4.8792 -0.7789 0.1012
```

Results
electronic energy: -187154.783 eV
lowest unoccupied orbital energy: 2.348 eV
energy relative to the best compared isomer or geometry (same formula, charge and spin): 40.3 kJ/mol
charge: -1


# 2
2 unconnected molecules or ions with the total composition C19H25BrNO2PS2 at a distorted geometry, computed with ωB97M-V/def2-TZVPD.

XYZ file:
```
51
Properties=species:S:1:pos:R:3:lowdin_charge:R:1
Br -3.5767 0.8102 -3.5924 0.6707
S -1.1876 0.1102 3.5372 1.0433
S 3.6768 3.9603 -0.3896 0.0949
P 3.8338 2.1097 0.2404 0.3974
O 6.2530 3.0862 2.7739 -0.0778
O 0.5034 0.4387 -1.7168 -0.1544
N -1.2533 0.7418 0.6886 0.1232
C 1.1275 1.3153 0.4710 -0.1377
C -3.2930 -2.3427 0.3811 -0.0345
C -1.9778 -0.9005 2.3128 -0.4442
C -2.6391 -2.0639 2.6764 -0.0960
C 1.4691 0.7227 3.1887 -0.0855
C 0.0283 0.8933 1.2368 -0.1926
C -2.6316 -0.7960 -1.4547 -0.2180
C -2.6029 -1.1925 -0.0071 -0.1684
C -1.9365 -0.4595 0.9873 -0.1990
C 2.3773 1.4570 1.0870 -0.3641
C -3.3174 -2.7819 1.6977 -0.0771
C -4.3018 1.0553 -0.8548 -0.1427
C 1.2155 -1.5397 -2.8758 -0.2177
C 1.3967 -0.6442 -1.6627 -0.2332
C 1.5403 -2.9878 -2.5258 -0.1086
C -3.8968 -0.0194 -1.8349 -0.7158
C 0.9142 1.6056 -1.0053 -0.1468
C 0.2246 0.6034 2.5931 -0.4371
C 2.5509 1.1581 2.4412 -0.0953
H -3.8163 -2.8955 -0.3852 0.1151
H -4.7181 -0.7044 -2.0069 0.0850
H 0.0628 2.2741 -1.0882 0.1358
H 2.5454 -3.0716 -2.1182 0.0743
H -1.7637 -0.2162 -1.7466 0.0685
H -1.2763 0.9464 -0.2946 0.0941
H 1.2627 -1.2510 -0.7619 0.1272
H -3.8508 -3.6731 1.9873 0.1015
H 1.8562 -1.2240 -3.6933 0.1096
H 4.8517 2.0308 1.1995 -0.0384
H 3.5180 1.2849 2.9016 0.0941
H 1.7888 2.0597 -1.4594 0.0756
H 5.6811 3.8591 2.8392 0.0396
H 1.5979 0.5002 4.2357 0.1072
H 2.4325 -0.2966 -1.6467 0.1139
H -3.5105 1.7838 -0.6975 0.0748
H 7.1271 3.4161 3.0029 0.0394
H -2.5880 -1.6971 -2.0622 0.1169
H -5.1574 1.5954 -1.2445 0.0701
H 0.8522 -3.3529 -1.7670 0.0710
H -2.6394 -2.3988 3.7000 0.1025
H 0.1826 -1.4884 -3.2097 0.1062
H 4.1663 1.2106 -0.7857 -0.0226
H -4.5569 0.6049 0.1002 0.0859
H 1.4553 -3.6359 -3.3919 0.0698
```

Results
electronic energy: -126696.373 eV
lowest unoccupied orbital energy: 0.396 eV
energy relative to the best compared isomer or geometry (same formula, charge and spin): 0.0 kJ/mol
charge: 0
SMILES: CCCOCc1c([PH2]=S)ccc2c1Nc1c(C[C@@H](C)Br)cccc1S2.O


# 3
C19H25ClN4O in the gas phase, computed with ωB97M-V/def2-TZVPD.

XYZ file:
```
50
Properties=species:S:1:pos:R:3:lowdin_charge:R:1
Cl 4.8277 1.9145 -1.1873 0.6564
O -1.0487 0.1350 -2.4355 0.0233
N -0.4162 2.2233 1.3338 0.1802
N -0.3449 2.3481 -0.8868 0.1807
N -2.3562 -0.2107 -0.6220 -0.0362
N -0.1127 -0.9464 -0.7182 0.1390
C -1.1761 -0.3310 -1.3072 -0.5307
C 2.1518 2.1627 -1.1642 -0.0423
C -3.4111 0.5064 -1.3121 -0.1363
C -0.0614 -2.0567 0.2132 -0.3162
C 2.7716 -2.9282 0.2917 -0.1995
C 0.9548 2.2354 -0.4726 -0.1917
C -1.1208 2.2964 0.2372 -0.2906
C -2.4698 -0.1261 0.8231 -0.1448
C -3.0733 1.2229 1.2507 -0.1243
C -3.2894 2.0257 -1.0921 -0.1108
C 0.8659 -1.7192 1.3893 -0.1434
C 2.3231 -1.6254 0.9457 -0.1951
C 0.4207 -3.3349 -0.4908 -0.1427
C -2.6193 2.3046 0.2606 -0.2212
C 1.8873 -3.2536 -0.9075 -0.1978
C 3.2587 1.9944 1.0023 -0.1307
C 0.8949 2.1815 0.9408 -0.2341
C 2.0631 2.0674 1.6850 -0.0153
C 3.2917 2.0363 -0.3934 -0.6891
H -2.9353 3.2871 0.6292 0.1497
H -2.7289 2.4833 -1.9065 0.1049
H 2.7065 -3.7401 1.0201 0.1141
H 0.2911 -4.1715 0.1991 0.1186
H -0.6552 2.2201 -1.8385 0.1404
H 2.4387 -0.7971 0.2444 0.0990
H 0.7653 -2.4997 2.1464 0.1203
H -3.0952 -0.9492 1.1923 0.1256
H 2.0205 -2.4880 -1.6754 0.1086
H -1.0750 -2.2377 0.5808 0.1338
H -2.7201 1.4655 2.2511 0.1132
H 2.1948 2.1903 -2.2412 0.1130
H -1.4779 -0.2072 1.2622 0.0946
H -4.2873 2.4667 -1.0961 0.1165
H 0.6930 -0.9092 -1.3289 0.1318
H 0.5640 -0.7699 1.8362 0.0993
H -3.3460 0.2673 -2.3738 0.1235
H -0.2068 -3.5201 -1.3656 0.1181
H -4.1630 1.1828 1.2620 0.1154
H 2.1886 -4.2069 -1.3467 0.1106
H 2.9503 -1.4080 1.8121 0.1135
H 4.1876 1.8979 1.5419 0.1000
H 3.8123 -2.8456 -0.0263 0.1100
H 2.0295 2.0314 2.7616 0.1133
H -4.3631 0.1354 -0.9245 0.1253
```

Results
electronic energy: -40641.648 eV
lowest unoccupied orbital energy: 0.760 eV
energy relative to the best compared isomer or geometry (same formula, charge and spin): 0.0 kJ/mol
charge: 0
SMILES: O=C(NC1CCCCC1)N1CCC(c2nc3ccc(Cl)cc3[nH]2)CC1


# 4
C19H25N3O2S in the gas phase at a distorted geometry, computed with ωB97M-V/def2-TZVPD.

XYZ file:
```
50
Properties=species:S:1:pos:R:3:lowdin_charge:R:1
S -2.7966 -1.1561 2.3542 1.0164
O 0.2862 3.7947 -0.0207 -0.0986
O 0.5190 -3.9136 4.0249 -0.1091
N 1.0982 0.9053 -0.8372 -0.1049
N -0.6088 -3.1460 3.4701 0.0730
N 1.0903 -1.6881 0.4197 -0.1516
C 1.5542 -3.0184 0.8253 -0.1886
C -4.8259 0.3019 1.2439 -0.1169
C 0.9431 3.4545 -1.1826 -0.2003
C -1.0431 3.3326 -0.0329 -0.0859
C 0.9405 -1.4768 -1.0154 -0.1815
C 1.7571 -0.4902 1.0217 -0.1558
C -2.0059 -2.2590 0.1863 -0.1305
C 2.8501 3.0293 -3.2323 -0.1065
C -1.5921 -2.2364 1.4752 -0.4409
C 0.3317 -0.1521 -1.4899 -0.1211
C 2.3665 4.3330 -2.8915 -0.0945
C -3.7496 -0.7245 0.9551 -0.5762
C 2.3934 2.0057 -2.5500 -0.0870
C -0.6524 -3.1003 2.1490 -0.2701
C 1.4702 4.5375 -1.8823 -0.0430
C 1.4038 2.0930 -1.5804 -0.1123
C 0.3710 -3.8982 1.2025 -0.1103
C -3.2457 -1.3836 -0.1876 -0.0862
C 1.1939 0.8369 0.6448 -0.1389
H 2.2723 -3.1405 1.7246 0.1483
H 2.1109 -3.5078 -0.0080 0.1195
H -1.0762 2.1978 -0.0927 0.0971
H 0.4445 -0.0382 -2.4940 0.0858
H -1.5700 3.8134 -0.8921 0.1061
H 2.7655 -0.4513 0.6636 0.1072
H 3.5494 2.7702 -4.1117 0.1357
H -0.2135 -4.3574 0.3861 0.1051
H -1.6608 3.6857 0.7263 0.0611
H -5.6176 -0.0589 1.8554 0.0613
H 0.2460 1.0706 1.1215 0.1007
H 1.1455 5.5808 -1.6941 0.1301
H 0.9835 -3.6703 4.8296 0.0796
H -0.7881 -0.1475 -1.2245 0.1295
H -3.6160 -1.2300 -1.2533 0.1130
H 2.7417 5.2076 -3.5544 0.1281
H 1.8901 -1.5816 -1.5265 0.1130
H -5.3991 0.7878 0.4499 0.0826
H -1.5218 -2.8971 -0.5451 0.0875
H 1.9235 1.6068 1.0411 0.1523
H -4.3029 1.0654 1.7697 0.0509
H 2.7138 1.0477 -2.7636 0.0959
H 0.4197 -2.3167 -1.4265 0.0978
H 1.8774 -0.6492 2.0988 0.1257
H 0.6331 -4.7686 1.8499 0.1077
```

Results
electronic energy: -39503.123 eV
lowest unoccupied orbital energy: 0.375 eV
energy relative to the best compared isomer or geometry (same formula, charge and spin): 773.0 kJ/mol
charge: 0
SMILES: COc1ccccc1N1CCN(CC/C(=N\O)c2ccc(C)s2)CC1


# 5
C19H25N3O2S2 in the gas phase, computed with ωB97M-V/def2-TZVPD.

XYZ file:
```
51
Properties=species:S:1:pos:R:3:lowdin_charge:R:1
S -2.5147 -2.3837 0.2235 0.6842
S 1.0937 -0.8519 -2.0748 0.6912
O -2.8120 -2.9353 -1.0668 -0.2878
O -3.2967 -2.7761 1.3546 -0.2836
N -0.0549 -2.6096 -0.5067 -0.0608
N 0.8402 -0.7659 0.5474 0.0439
N -0.8814 -2.8072 0.6047 -0.1200
C -2.1600 1.4918 1.2139 -0.0250
C 3.0959 0.1845 0.4213 -0.2208
C 3.8577 1.0426 -0.3583 -0.0428
C -1.7014 4.3327 1.2341 -0.0593
C -1.8875 2.1187 -0.0002 -0.1595
C -2.6424 4.2346 -1.0625 -0.0388
C 0.6026 -1.4048 -0.6050 -0.8806
C 5.0600 -1.1367 0.8456 -0.0806
C 5.2110 0.8157 -0.5324 -0.0794
C -1.8735 1.3358 -1.1548 -0.0129
C -0.1959 3.8130 -0.6724 -0.0335
C -2.3786 0.1255 1.2791 -0.0491
C 1.6191 0.4510 0.6248 -0.3647
C 5.8150 -0.2748 0.0691 -0.0925
C -2.3469 -0.6187 0.1193 -0.2957
C 1.3727 1.1151 1.9757 -0.0204
C 3.7076 -0.9066 1.0231 -0.0383
C -2.1086 -0.0250 -1.1037 -0.0659
C -1.6109 3.6091 -0.1122 -0.5518
H -2.5568 3.8292 -2.0661 0.0783
H -3.6511 4.0462 -0.7014 0.0929
H 0.5443 3.4339 0.0287 0.0740
H -2.2056 2.0621 2.1273 0.1068
H -0.8477 -3.7696 0.9267 0.1180
H -0.0639 3.3004 -1.6208 0.0826
H 1.7197 0.4708 2.7809 0.0855
H 0.3119 1.3146 2.1088 0.0568
H -2.1062 -0.6279 -1.9977 0.1121
H 3.3844 1.8851 -0.8410 0.1135
H 3.1226 -1.5883 1.6244 0.1120
H -1.4950 5.3906 1.0873 0.0873
H 5.7934 1.4869 -1.1459 0.1021
H 5.5247 -1.9926 1.3127 0.1015
H 1.2700 1.1037 -0.1852 0.1022
H -2.4916 5.3103 -1.1175 0.0859
H -2.6970 4.2428 1.6621 0.0880
H -2.5827 -0.3731 2.2134 0.1191
H -0.0089 4.8731 -0.8280 0.0889
H 6.8701 -0.4567 -0.0716 0.0998
H -1.6685 1.7828 -2.1141 0.1176
H 0.5324 -1.2124 1.3993 0.1370
H -0.4248 -2.9578 -1.3910 0.1130
H 1.9216 2.0517 2.0305 0.0886
H -0.9702 3.9468 1.9405 0.0809
```

Results
electronic energy: -50344.646 eV
lowest unoccupied orbital energy: 0.369 eV
energy relative to the best compared isomer or geometry (same formula, charge and spin): 86.3 kJ/mol
charge: 0
SMILES: C[C@H](NC(=S)NNS(=O)(=O)c1ccc(C(C)(C)C)cc1)c1ccccc1